A 11-piece molecular cluster, C25H51Cl3F3N3O22S2 overall at a distorted geometry. Source: the Open Molecules 2025 dataset; level of theory: ωB97M-V with the def2-TZVPD basis set.

Structure (XYZ):
```
109
C25H51Cl3F3N3O22S2 ωB97M-V with the def2-TZVPD basis set
N -2.59 3.23 1.60
H -2.05 2.52 1.11
H -1.83 3.44 2.23
H -3.47 2.86 1.91
H -2.72 4.02 0.99
N 1.45 2.34 0.83
H 2.41 2.09 0.98
H 0.97 1.53 0.46
H 1.41 3.03 0.09
H 0.94 2.63 1.66
N -1.19 4.14 -1.90
H -1.40 3.22 -1.54
H -1.34 4.12 -2.90
H -0.33 4.40 -1.44
H -1.71 4.83 -1.38
C -0.96 0.32 -0.46
O 0.12 0.22 0.44
O -1.37 1.68 -0.46
C -0.67 -0.27 -1.96
F -1.58 -1.24 -2.16
F -0.93 0.58 -2.97
F 0.47 -0.81 -2.27
C 0.37 -0.94 1.20
C 1.57 -0.47 2.08
H 2.04 -1.35 2.50
H 2.53 -0.04 1.79
H 1.20 0.17 2.88
H 0.67 -1.71 0.49
H -0.31 -1.43 1.89
H -1.83 -0.18 -0.03
C 2.95 1.18 -3.15
Cl 1.76 2.53 -2.71
Cl 3.91 0.47 -1.78
Cl 4.02 1.93 -4.40
H 2.55 0.33 -3.71
C 4.65 -4.02 1.87
C 4.14 -3.25 0.67
C 5.07 -2.83 -0.35
O 4.56 -3.34 -1.64
C 3.52 -4.11 -1.35
O 2.80 -4.77 -2.07
O 3.33 -4.12 -0.03
H 5.09 -4.93 1.45
H 3.82 -4.31 2.52
H 5.22 -3.43 2.60
H 3.68 -2.34 1.05
H 6.12 -3.06 -0.21
H 4.93 -1.75 -0.28
C 0.39 2.07 -8.49
C -0.83 2.31 -7.53
C -1.22 1.04 -6.80
O -1.41 1.58 -5.53
C -0.95 2.91 -5.46
O -0.89 3.61 -4.46
O -0.36 3.26 -6.62
H 0.18 1.39 -9.31
H 1.17 1.45 -8.04
H 0.89 2.87 -9.04
H -1.70 2.76 -8.01
H -0.47 0.28 -6.59
H -2.12 0.65 -7.27
C -3.55 -2.04 1.42
C -3.87 -1.25 2.67
C -2.70 -0.81 3.59
O -3.08 0.46 4.04
C -4.08 0.98 3.23
O -4.46 2.13 3.12
O -4.46 0.02 2.32
H -3.33 -3.04 1.80
H -2.55 -1.76 1.09
H -4.26 -2.06 0.59
H -4.62 -1.85 3.18
H -1.74 -0.70 3.09
H -2.50 -1.50 4.41
C -6.61 0.02 -0.80
C -5.89 0.83 -1.93
C -4.71 0.24 -2.56
O -5.14 -0.32 -3.74
C -6.33 0.18 -4.07
O -6.87 -0.07 -5.17
O -6.79 0.90 -3.05
H -7.56 -0.27 -1.25
H -6.85 0.46 0.17
H -6.20 -0.95 -0.52
H -5.55 1.77 -1.51
H -4.28 -0.52 -1.91
H -3.93 0.98 -2.74
C -0.39 -3.45 7.31
C -0.09 -4.60 6.23
O 1.07 -4.23 5.68
S 1.18 -2.65 5.45
O 0.16 -2.31 4.42
O 2.51 -2.17 5.34
O 0.47 -2.31 6.92
H -0.34 -4.00 8.25
H -1.43 -3.21 7.12
H -0.93 -4.62 5.53
H -0.08 -5.62 6.62
C 5.50 2.49 1.55
C 5.97 2.55 2.97
O 6.77 1.37 3.16
S 6.23 0.08 2.23
O 5.50 -1.04 2.86
O 7.14 -0.36 1.19
O 5.15 1.10 1.38
H 6.40 2.67 0.95
H 4.78 3.30 1.44
H 5.13 2.46 3.67
H 6.57 3.42 3.23
```

Output
charge	+2
max |F|	0.100	Eh/bohr
LUMO level	-6.48	eV
E	-5278.52783	Eh
Kohn-Sham gap	7.36	eV

These are the Löwdin partial charges, in e, on atoms 1 to 99:
1 N 0.324
2 H 0.064
3 H 0.148
4 H 0.082
5 H 0.137
6 N 0.323
7 H 0.113
8 H 0.034
9 H 0.088
10 H 0.141
11 N 0.304
12 H 0.058
13 H 0.076
14 H 0.118
15 H 0.136
16 C -0.330
17 O -0.172
18 O -0.278
19 C -0.546
20 F 0.135
21 F 0.099
22 F 0.177
23 C -0.182
24 C -0.062
25 H 0.068
26 H 0.057
27 H 0.082
28 H 0.136
29 H 0.097
30 H 0.125
31 C -1.363
32 Cl 0.512
33 Cl 0.562
34 Cl 0.527
35 H 0.018
36 C 0.010
37 C -0.389
38 C -0.076
39 O 0.108
40 C -0.570
41 O 0.137
42 O 0.097
43 H 0.107
44 H 0.086
45 H 0.073
46 H 0.123
47 H 0.154
48 H 0.083
49 C -0.006
50 C -0.301
51 C -0.102
52 O 0.037
53 C -0.424
54 O 0.057
55 O 0.115
56 H 0.086
57 H 0.081
58 H 0.088
59 H 0.164
60 H 0.147
61 H 0.152
62 C 0.003
63 C -0.272
64 C -0.095
65 O 0.071
66 C -0.451
67 O 0.112
68 O 0.078
69 H 0.103
70 H 0.051
71 H 0.090
72 H 0.158
73 H 0.104
74 H 0.138
75 C 0.005
76 C -0.284
77 C -0.169
78 O 0.102
79 C -0.513
80 O 0.120
81 O 0.105
82 H 0.093
83 H 0.077
84 H 0.067
85 H 0.145
86 H 0.129
87 H 0.130
88 C -0.095
89 C -0.233
90 O -0.176
91 S 0.716
92 O -0.287
93 O -0.192
94 O -0.195
95 H 0.131
96 H 0.116
97 H 0.118
98 H 0.144
99 C -0.198